# 1
A structure of composition C43H53BCoN6O at a distorted geometry. Source: the Open Molecules 2025 dataset; level of theory: the ωB97M-V functional and the def2-TZVPD basis.

Last column: Löwdin spin population.
Positions of all 105 atoms, in Å:
Co: 0.3649 -0.2812 -1.2178  -0.135
C: -5.2382 -0.8914 -2.8634  0.018
C: -4.3976 0.2013 -2.6319  0.004
C: -3.1772 0.0154 -2.0098  0.031
C: -2.6946 -1.2546 -1.6197  0.069
C: -3.5878 -2.3474 -1.8227  0.020
C: -4.8185 -2.1472 -2.4348  0.000
N: -1.4048 -1.4324 -1.2016  0.463
N: -0.8148 -2.9789 -0.6133  0.168
C: 0.7515 -3.0533 -0.2550  0.019
C: 1.4380 -4.1339 0.2796  0.018
C: 2.8198 -4.0755 0.3920  0.004
C: 3.4925 -2.9255 0.0024  -0.001
C: 2.7928 -1.7988 -0.4358  0.003
C: 1.3848 -1.8274 -0.5942  0.015
H: -6.2004 -0.7652 -3.3399  0.002
H: -4.7056 1.1969 -2.9185  0.000
H: -2.5391 0.8749 -1.8377  -0.001
H: -3.3117 -3.3392 -1.5172  0.001
H: -5.4661 -2.9972 -2.6082  0.000
H: 0.9326 -5.0467 0.5706  0.004
H: 3.3536 -4.9122 0.8220  0.001
H: 4.5662 -2.8707 0.1447  0.000
H: 3.3509 -0.9002 -0.6183  0.000
C: -1.2100 -2.7917 -5.6272  0.000
C: -0.1311 -2.0074 -4.9526  -0.001
C: 1.1043 -1.4876 -5.2491  0.000
C: 1.5859 -0.8298 -4.1034  -0.003
N: 0.6552 -0.9352 -3.1514  -0.010
N: -0.3502 -1.6316 -3.6825  0.003
C: 2.8680 -0.1068 -3.8674  0.000
H: -0.9373 -3.0357 -6.6514  0.000
H: -2.1460 -2.2372 -5.6553  0.000
H: -1.4077 -3.7216 -5.1013  0.000
H: 1.6114 -1.5877 -6.1955  0.000
H: -1.1245 -1.7248 -3.0284  0.002
H: 3.4779 -0.1173 -4.7728  0.000
H: 3.4035 -0.5758 -3.0482  0.000
H: 2.6820 0.9058 -3.5205  0.000
C: 1.8811 3.2764 -2.5486  -0.002
C: 1.6575 3.7189 -1.1042  -0.001
C: 2.6447 3.0179 -0.1754  0.001
C: 0.1803 3.7422 -0.7156  -0.002
C: -0.4764 4.8060 -1.3703  -0.001
C: -1.7614 5.2087 -1.0842  0.000
C: -2.4534 4.5166 -0.1085  0.000
C: -1.8385 3.4647 0.5682  0.000
C: -2.6519 2.8434 1.6941  0.000
C: -2.9335 3.8838 2.7908  0.000
C: -3.9568 2.2159 1.1996  0.000
C: -0.5226 3.0662 0.2528  -0.003
N: 0.0489 2.0148 1.0066  0.000
B: 0.2060 0.5783 0.6858  0.013
N: 0.5817 -0.0282 2.0200  0.003
C: 0.4190 0.9956 2.9725  0.001
C: 0.1476 2.1578 2.3944  0.000
C: 0.9775 -1.2505 2.6350  0.001
C: 0.3025 -2.5032 2.7194  0.000
C: 0.8539 -3.5563 3.4441  0.001
C: 2.0410 -3.4934 4.1295  0.000
C: 2.7224 -2.2951 4.0434  0.000
C: 2.2379 -1.2016 3.3264  0.000
C: 3.2782 -0.0396 3.3711  0.000
C: 3.7071 0.3190 1.9427  0.000
C: 3.0037 1.2053 4.2251  0.000
C: -1.0700 -2.8312 2.1421  0.005
C: -1.4629 -2.9375 0.6454  0.024
C: -2.1490 -1.8818 2.7101  0.000
H: 2.9348 3.3871 -2.8039  0.000
H: 1.2841 3.8396 -3.2654  0.000
H: 1.6107 2.2205 -2.5925  -0.002
H: 1.9267 4.7769 -0.9973  0.000
H: 2.6693 1.9273 -0.3019  0.000
H: 2.4758 3.2972 0.8651  0.000
H: 3.6488 3.3519 -0.4679  0.000
H: 0.0671 5.3636 -2.1228  0.000
H: -2.2141 6.0343 -1.6185  0.000
H: -3.4622 4.8131 0.1469  0.000
H: -2.1135 2.0479 2.2043  0.000
H: -3.5279 4.7182 2.4179  0.000
H: -2.0071 4.2916 3.1920  0.000
H: -3.4767 3.4126 3.6119  0.000
H: -4.6273 2.9455 0.7450  0.000
H: -4.4784 1.7497 2.0349  0.000
H: -3.7555 1.4477 0.4490  0.000
H: 0.5374 0.8476 4.0281  0.000
H: -0.0001 3.1003 2.8966  0.000
H: 0.3122 -4.4919 3.4684  0.000
H: 2.4336 -4.3453 4.6638  0.000
H: 3.6819 -2.2181 4.5385  0.000
H: 4.1584 -0.4706 3.8468  0.000
H: 2.9033 0.7688 1.3601  0.000
H: 3.9612 -0.6014 1.4186  0.000
H: 4.5644 0.9944 1.9484  0.000
H: 2.2514 1.8729 3.8329  0.000
H: 3.9298 1.7844 4.2782  0.000
H: 2.7198 0.9147 5.2393  0.000
H: -1.2805 -3.8467 2.4964  0.000
H: -1.3743 -1.7061 0.0272  0.014
H: -2.4923 -3.2732 0.5928  -0.002
H: -0.5074 -3.9999 -0.2525  0.066
H: -2.0023 -0.8968 2.2732  0.000
H: -2.0916 -1.8196 3.7997  0.000
H: -3.1279 -2.2457 2.4243  0.000
O: 1.8812 0.5691 -1.2549  0.192

The calculation puts the electronic energy at -94731.921 eV. The highest occupied orbital energy (spin up / spin down) is 0.021 / -0.116 eV. As for the spin multiplicity: 2. Its total charge is -2. The expectation value of S² is 0.922. The calculation puts the gap between HOMO and LUMO (spin up / spin down) at 4.5 / 4.7 eV. The molecular weight comes out at 739.68 g mol⁻¹. The strongest force on any atom comes out at 0.2272 Eh/bohr.

***

# 2
A structure of composition C43H55F5N2O6PRbSi2Te at a distorted geometry. Source: the Open Molecules 2025 dataset; level of theory: the ωB97M-V functional and the def2-TZVPD basis.

Last column: Mulliken charge in e.
Positions of all 116 atoms, in Å:
Rb: 0.0043 0.4336 -1.2075  0.274
O: -4.4290 0.3936 -2.0643  -0.959
C: -3.2396 0.6769 -1.8188  -0.559
O: -2.2807 -0.1184 -1.6074  0.257
C: -2.8936 2.1972 -1.8950  0.174
C: -1.8271 2.5019 -2.9820  0.112
C: -2.0468 3.9348 -3.4884  -1.068
C: -1.5725 4.7469 -2.2507  -1.119
C: -1.0589 3.6197 -1.3262  0.193
O: -0.5930 2.6440 -2.2622  -0.515
C: -2.2572 2.9176 -0.6587  0.496
C: -1.8551 2.0099 0.5292  -0.871
O: -2.7665 1.6189 1.2819  -0.842
O: -0.6147 1.7985 0.7049  0.252
H: -3.8337 2.6717 -2.1607  0.319
H: -1.7284 1.7437 -3.7559  0.502
H: -3.0842 4.1219 -3.7636  0.369
H: -1.4172 4.1274 -4.3575  0.332
H: -2.3764 5.3178 -1.7825  0.396
H: -0.7637 5.4321 -2.5065  0.347
H: -0.2627 3.9129 -0.6508  0.551
H: -2.9597 3.6331 -0.2353  0.456
C: -1.0732 -1.2752 3.5309  -0.639
C: -2.3707 -2.0769 3.4116  0.428
C: -2.1175 -3.5649 3.6594  -1.680
C: -3.0145 -1.8313 2.0312  0.938
C: -4.5458 -2.0339 2.0017  -0.478
O: -4.7669 -3.0413 0.9843  -0.513
C: -3.5322 -3.3055 0.4631  0.172
N: -2.5328 -2.7623 1.0069  -0.074
C: -3.4740 -4.1528 -0.7426  -0.220
C: -4.4787 -5.0989 -0.9383  -0.652
C: -4.4875 -5.8983 -2.0668  -0.590
C: -3.5040 -5.7178 -3.0279  -0.858
C: -2.5296 -4.7450 -2.8620  -0.262
C: -2.4673 -3.9455 -1.7150  -0.212
P: -1.1461 -2.6470 -1.4671  0.860
C: -0.5928 -2.5655 -3.2365  0.492
C: 0.5785 -3.1038 -3.7614  -0.182
C: 0.8654 -2.9821 -5.1158  -0.758
C: -0.0015 -2.3026 -5.9608  -0.516
C: -1.1594 -1.7345 -5.4426  -0.765
C: -1.4508 -1.8628 -4.0917  0.048
C: 0.1990 -3.7353 -0.7919  0.147
C: 0.2636 -5.1271 -0.8420  -0.490
C: 1.3613 -5.8073 -0.3269  -0.748
C: 2.4165 -5.1076 0.2463  -0.717
C: 2.3661 -3.7212 0.3066  -0.578
C: 1.2634 -3.0486 -0.2023  0.339
H: -0.6577 -1.3524 4.5424  0.522
H: -1.2481 -0.2188 3.3063  -0.058
H: -0.3456 -1.6476 2.8008  -0.295
H: -3.0796 -1.7131 4.1635  0.482
H: -1.3707 -3.9342 2.9535  0.188
H: -3.0290 -4.1580 3.5204  0.372
H: -1.7511 -3.7315 4.6776  0.489
H: -2.7593 -0.8218 1.6984  -0.692
H: -5.0722 -1.1258 1.7138  0.355
H: -4.9457 -2.4084 2.9467  0.296
H: -5.2447 -5.2066 -0.1802  0.471
H: -5.2591 -6.6469 -2.2037  0.377
H: -3.4936 -6.3404 -3.9171  0.393
H: -1.7974 -4.6022 -3.6441  0.553
H: 1.2789 -3.6174 -3.1145  0.279
H: 1.7790 -3.4126 -5.5121  0.330
H: 0.2340 -2.1996 -7.0142  0.298
H: -1.8338 -1.1864 -6.0918  0.386
H: -2.3499 -1.4143 -3.6753  0.464
H: -0.5387 -5.6951 -1.2976  0.368
H: 1.3963 -6.8906 -0.3818  0.365
H: 3.2727 -5.6395 0.6439  0.329
H: 3.1795 -3.1554 0.7472  0.381
H: 1.2314 -1.9659 -0.1486  0.024
N: 2.7843 -0.9654 2.5015  -0.321
C: 3.0605 -0.0582 1.7804  -0.509
H: 1.9896 -1.1858 3.0795  0.334
F: 2.3676 0.3161 -1.3558  0.147
C: 2.5616 -0.6024 -2.4586  -0.397
F: 3.9598 -0.7703 -2.4349  -0.373
C: 2.3370 0.2405 -3.6984  0.980
F: 2.7354 -0.4256 -4.8049  -0.307
F: 2.9578 1.4625 -3.7833  -0.316
F: 1.0148 0.5252 -3.8864  -0.077
C: 4.9576 2.3510 -0.7121  -0.825
Si: 4.9610 3.4156 0.8156  0.314
C: 4.5142 5.1984 0.4088  -1.034
C: 6.7311 3.4370 1.4862  -1.144
C: 3.7964 2.8183 2.1547  -0.810
Te: 1.9278 2.1149 1.2740  0.428
C: 0.9109 3.7653 2.2914  -0.699
Si: 0.4528 3.3864 4.0610  0.252
C: 1.6859 2.2334 4.8982  -0.817
C: 0.5162 4.9978 5.0505  -1.171
C: -1.2730 2.6646 4.1926  -0.478
H: 5.9088 2.4100 -1.2525  0.481
H: 4.1568 2.6193 -1.4054  0.169
H: 4.7873 1.3040 -0.4405  0.176
H: 5.1891 5.6004 -0.3566  0.329
H: 4.5868 5.8357 1.2974  0.285
H: 3.4898 5.2626 0.0237  0.258
H: 7.4140 3.9195 0.7765  0.290
H: 7.0823 2.4103 1.6464  0.292
H: 6.7966 3.9721 2.4412  0.291
H: 3.5346 3.6234 2.8460  0.357
H: 4.2421 1.9982 2.7252  0.574
H: -0.0002 3.9179 1.7073  0.068
H: 1.5397 4.6546 2.1954  0.852
H: 2.6134 2.7553 5.1565  0.235
H: 1.9474 1.4175 4.2163  0.061
H: 1.2723 1.7990 5.8143  0.428
H: 1.5170 5.4447 5.0040  0.315
H: 0.2743 4.8218 6.1066  0.286
H: -0.1976 5.7332 4.6600  0.318
H: -1.2763 1.7451 4.7895  0.254
H: -1.6709 2.4054 3.2011  -0.151
H: -1.9640 3.3749 4.6613  0.388

The calculation puts the electronic energy at -107330.834 eV. The highest occupied orbital energy is -2.103 eV. Its total charge is -2. The calculation puts the gap between HOMO and LUMO at 5.8 eV. The molecular weight comes out at 1091.12 g mol⁻¹. The strongest force on any atom comes out at 0.0436 Eh/bohr. Its energy relative to the best compared isomer or geometry (same formula, charge and spin) is 70.3 kcal per mole.